1.
A structure of composition C30H26BaN7O11SSe in a non-equilibrium geometry. Source: the Open Molecules 2025 dataset; level of theory: wB97M-V/def2-TZVPD.

Structure (XYZ):
```
77
Properties=species:S:1:pos:R:3:nbo_charge:R:1
Ba -0.6142 0.5009 -0.3143 1.856
O -2.7337 1.2806 -2.1259 -0.777
C -2.4420 0.9931 -3.4895 -0.076
C -1.2080 1.7679 -3.9056 -0.233
N 0.0373 1.2021 -3.4175 -0.469
C 1.0927 2.2006 -3.3473 -0.336
C 1.0674 3.0939 -2.0798 0.777
O 1.6916 4.1593 -2.1551 -0.736
O 0.4491 2.6271 -1.0806 -0.874
C 0.3911 -0.0465 -4.0905 -0.339
C 0.1435 -1.3235 -3.2545 0.770
O -0.3071 -2.3242 -3.8325 -0.740
O 0.4604 -1.2391 -2.0296 -0.873
H -3.4724 0.7221 -1.8331 0.506
H -3.2873 1.2942 -4.1185 0.161
H -2.2804 -0.0820 -3.6378 0.180
H -1.3038 2.7837 -3.5150 0.219
H -1.2049 1.8339 -5.0083 0.162
H 1.1079 2.8632 -4.2239 0.181
H 2.0575 1.6889 -3.3201 0.206
H 1.4594 -0.0504 -4.3231 0.207
H -0.1423 -0.1510 -5.0419 0.186
Se -1.5451 -3.4132 -1.2240 1.166
N -2.9133 -4.3453 -1.8361 -0.634
C -3.9142 -3.4988 -2.0092 0.046
C -5.1893 -3.8099 -2.5561 -0.142
C -6.0815 -2.7952 -2.6736 -0.280
C -5.7193 -1.4707 -2.2662 0.082
N -4.5749 -1.1276 -1.7541 -0.441
C -3.6599 -2.1372 -1.6067 0.252
N -2.4626 -1.9096 -1.1084 -0.688
H -5.4025 -4.8251 -2.8637 0.225
H -7.0692 -2.9519 -3.0851 0.218
H -6.4488 -0.6769 -2.3960 0.190
N 2.0387 0.0887 0.5046 -1.193
S 3.2013 0.3849 -0.5104 1.131
C 4.3924 -0.9755 -0.4465 -0.155
C 3.9478 -2.1903 0.0428 -0.240
C 4.8072 -3.2815 0.0417 -0.203
C 6.0950 -3.1533 -0.4573 -0.217
C 6.5265 -1.9323 -0.9629 -0.200
C 5.6746 -0.8397 -0.9630 -0.248
C 4.2518 1.6814 0.1608 -0.277
C 4.1369 2.9428 -0.4040 -0.193
C 4.8514 3.9975 0.1505 -0.190
C 5.6637 3.7867 1.2539 -0.204
C 5.7610 2.5199 1.8209 -0.239
C 5.0512 1.4633 1.2770 -0.153
H 2.3868 0.0166 1.4599 0.356
H 2.9304 -2.2649 0.4077 0.252
H 4.4640 -4.2334 0.4258 0.214
H 6.7634 -4.0049 -0.4588 0.210
H 7.5300 -1.8316 -1.3566 0.210
H 6.0080 0.1163 -1.3489 0.225
H 3.4656 3.1328 -1.2346 0.271
H 4.7484 4.9845 -0.2805 0.223
H 6.2173 4.6113 1.6854 0.209
H 6.3875 2.3597 2.6893 0.210
H 5.1220 0.4721 1.7097 0.211
O -2.5995 1.0508 1.5640 -0.763
C -1.9567 0.4329 2.4319 0.754
O -0.8146 -0.0713 2.3225 -0.791
C -2.6359 0.2559 3.7912 -0.145
C -2.0927 -0.6219 4.7147 -0.075
C -2.7191 -0.7851 5.9406 -0.018
C -3.8631 -0.0933 6.2844 -0.166
C -4.3743 0.7783 5.3404 -0.003
C -3.7890 0.9599 4.1004 -0.124
N -5.5896 1.5277 5.6780 0.533
O -6.0255 2.3003 4.8498 -0.368
O -6.0896 1.3346 6.7706 -0.388
N -2.1509 -1.7204 6.9177 0.531
O -2.7383 -1.8526 7.9757 -0.387
O -1.2328 -2.4260 6.5545 -0.369
H -1.1877 -1.1590 4.4723 0.265
H -4.3352 -0.2254 7.2441 0.275
H -4.2094 1.6305 3.3644 0.275
```

**Total charge**: -1
**HOMO energy**: -5.74 eV
**E_LUMO**: 1.01 eV
**Spin multiplicity**: 1
**Orbital gap**: 6.7 eV
**Energy**: -5194.91790 Eh
**Relative energy (zero: lowest compared OMol25 entry of this formula, charge and spin)**: 0.00 kJ/mol



2.
A structure of composition C30H26Br2Cl5LuO in a non-equilibrium geometry. Source: the Open Molecules 2025 dataset; level of theory: wB97M-V/def2-TZVPD.

Structure (XYZ):
```
65
Properties=species:S:1:pos:R:3:nbo_charge:R:1
Lu 0.4392 -1.1414 -1.7785 1.916
Cl -1.6395 0.1132 -3.5181 0.038
C -1.0487 -1.1797 -4.5499 0.050
C 0.0103 -1.8936 -4.0201 -0.602
C 0.4407 -2.9470 -4.8308 -0.031
Cl 1.7413 -3.9711 -4.3006 0.034
C -0.1281 -3.2321 -6.0724 -0.101
Cl 0.4589 -4.5365 -7.0299 0.055
C -1.1864 -2.4554 -6.5454 -0.071
Cl -1.8993 -2.7849 -8.0735 0.063
C -1.6658 -1.4086 -5.7691 -0.149
Cl -2.9790 -0.4324 -6.3041 0.051
Br -0.8680 -3.2251 -0.4903 0.099
C 0.7362 -4.2495 -0.0815 -0.014
C 0.5067 -5.3757 0.6379 -0.259
C 1.6111 -6.1864 0.9801 -0.209
C 2.8649 -5.8215 0.5855 -0.171
C 3.0870 -4.6373 -0.1641 -0.075
C 4.3942 -4.2727 -0.5730 -0.194
C 4.5933 -3.1385 -1.3027 -0.204
C 3.4934 -2.3227 -1.6544 -0.232
C 2.1948 -2.6047 -1.3017 -0.574
C 2.0001 -3.7908 -0.5298 -0.028
H -0.4966 -5.6518 0.9407 0.231
H 1.4464 -7.0934 1.5490 0.222
H 3.7214 -6.4359 0.8411 0.216
H 5.2251 -4.9116 -0.2939 0.211
H 5.5935 -2.8599 -1.6152 0.214
H 3.7086 -1.4393 -2.2518 0.194
C 0.9523 2.9562 5.1582 -0.606
C -0.1547 3.3980 4.1993 -0.075
C -1.5072 3.2300 4.9127 -0.595
C 0.0620 4.8817 3.8624 -0.595
C -0.1522 2.5752 2.9098 -0.031
C 0.7383 1.5425 2.6799 -0.241
C 0.6650 0.8521 1.4850 -0.137
Br 1.8658 -0.5859 1.1567 0.120
C -0.2413 1.1214 0.4599 0.347
O -0.1945 0.3776 -0.6579 -0.976
C -1.1613 2.1766 0.6893 -0.066
C -1.0801 2.8524 1.9022 -0.155
C -2.2229 2.5745 -0.3498 -0.075
C -3.1599 3.6715 0.1674 -0.605
C -3.1090 1.3639 -0.6786 -0.599
C -1.5335 3.1444 -1.5981 -0.599
H 0.9193 3.5716 6.0591 0.213
H 1.9425 3.0729 4.7096 0.211
H 0.8280 1.9135 5.4624 0.210
H -1.5210 3.8138 5.8385 0.207
H -1.6834 2.1801 5.1645 0.212
H -2.3362 3.5715 4.2864 0.207
H 0.0648 5.4789 4.7794 0.207
H -0.7291 5.2670 3.2129 0.206
H 1.0193 5.0280 3.3535 0.213
H 1.4873 1.2563 3.4063 0.229
H -1.7816 3.6577 2.0765 0.204
H -3.7050 3.3530 1.0594 0.209
H -3.8955 3.8985 -0.6083 0.215
H -2.6221 4.5958 0.3949 0.207
H -3.6377 1.0411 0.2233 0.210
H -2.5332 0.5204 -1.0478 0.214
H -3.8540 1.6313 -1.4338 0.207
H -1.0063 4.0660 -1.3345 0.210
H -2.2709 3.3829 -2.3722 0.207
H -0.8077 2.4538 -2.0120 0.213
```

**Total charge**: 0
**HOMO energy**: -8.30 eV
**E_LUMO**: -0.15 eV
**Spin multiplicity**: 1
**Orbital gap**: 8.2 eV
**Energy**: -9918.60999 Eh
**Relative energy (zero: lowest compared OMol25 entry of this formula, charge and spin)**: 33.42 kJ/mol



3.
The molecule C30H26F2N4O5. Source: the Open Molecules 2025 dataset; level of theory: wB97M-V/def2-TZVPD.

Structure (XYZ):
```
67
Properties=species:S:1:pos:R:3:nbo_charge:R:1
C 6.9224 0.5402 2.4497 -0.618
C 5.8929 0.5294 1.3329 -0.068
O 4.7200 1.1569 1.8256 -0.492
C 3.6690 1.2770 0.9886 0.234
C 2.4695 1.8589 1.3570 -0.094
N 1.6391 1.7638 0.2905 -0.149
C 0.3595 2.3420 0.1873 0.102
C 0.1099 3.1884 -0.8870 -0.157
C -1.0899 3.8630 -0.9831 -0.289
C -2.0262 3.6744 0.0175 0.412
F -3.1883 4.3593 -0.0341 -0.330
C -1.8134 2.7979 1.0623 -0.276
C -0.6186 2.0961 1.1544 0.024
C -0.4305 1.1004 2.2561 -0.645
N 2.2176 1.1575 -0.7297 -0.224
C 3.4492 0.8320 -0.3392 -0.080
C 4.3279 0.1064 -1.2812 0.679
O 5.4169 0.5043 -1.6436 -0.590
N 3.8201 -1.0590 -1.7884 -0.601
C 2.6543 -1.7450 -1.4593 0.170
C 2.0254 -2.5217 -2.4314 -0.242
C 0.8659 -3.2123 -2.1470 -0.212
C 0.2817 -3.1420 -0.8852 0.182
O -0.8474 -3.8677 -0.6418 -0.474
C -1.7955 -3.3814 0.2280 0.365
C -2.2864 -4.2305 1.1923 -0.316
C -3.3117 -3.7764 2.0309 0.062
N -3.8592 -2.5959 1.9401 -0.448
C -3.4199 -1.7610 0.9806 0.244
C -4.0677 -0.5184 0.8436 -0.322
C -3.7218 0.3776 -0.1363 0.254
O -4.3264 1.5841 -0.3086 -0.509
C -5.3971 1.9345 0.5355 -0.252
C -2.6609 0.0490 -1.0357 0.340
O -2.2012 0.8583 -2.0306 -0.516
C -3.1042 1.6787 -2.7464 -0.245
C -2.0073 -1.1516 -0.8976 -0.256
C -2.3604 -2.0875 0.0901 -0.176
C 0.9467 -2.4005 0.0899 0.409
F 0.4492 -2.3400 1.3476 -0.326
C 2.1211 -1.7296 -0.1735 -0.307
H 6.5394 0.0097 3.3177 0.210
H 7.8353 0.0603 2.1099 0.216
H 7.1431 1.5640 2.7388 0.214
H 6.2687 1.0627 0.4521 0.204
H 5.6610 -0.5034 1.0336 0.162
H 2.1932 2.3457 2.2672 0.230
H 0.8750 3.3115 -1.6368 0.236
H -1.2974 4.5313 -1.8028 0.233
H -2.5825 2.6565 1.8051 0.226
H 0.2963 0.3411 1.9820 0.233
H -1.3752 0.6072 2.4747 0.232
H -0.0889 1.5889 3.1685 0.222
H 4.3366 -1.4168 -2.5834 0.411
H 2.4459 -2.5753 -3.4240 0.217
H 0.3792 -3.8102 -2.9009 0.232
H -1.8797 -5.2232 1.2951 0.230
H -3.6979 -4.4184 2.8116 0.191
H -4.8623 -0.3161 1.5422 0.236
H -5.6932 2.9348 0.2241 0.208
H -5.0922 1.9589 1.5857 0.177
H -6.2394 1.2460 0.4193 0.184
H -3.4120 2.5533 -2.1732 0.192
H -2.5561 1.9959 -3.6331 0.190
H -3.9922 1.1181 -3.0499 0.176
H -1.2186 -1.3615 -1.6033 0.236
H 2.6071 -1.2145 0.6377 0.239
```

**Total charge**: 0
**HOMO energy**: -8.22 eV
**E_LUMO**: 0.43 eV
**Spin multiplicity**: 1
**Orbital gap**: 8.7 eV
**Energy**: -1953.73323 Eh
**SMILES string**: CCOc1cn(-c2ccc(F)cc2C)nc1C(=O)Nc1ccc(Oc2ccnc3cc(OC)c(OC)cc23)c(F)c1